# 1
ORCA calculation (ωB97M-V/def2-TZVPD) on 2 unconnected molecules or ions with the total composition C3H11NO3 at a distorted geometry.

```
18
Properties=species:S:1:pos:R:3:forces:R:3:mulliken_charge:R:1
O 1.7373 -0.6159 -0.5697 0.1 -0.1 0.2 -0.516
C 0.6465 -1.5519 -0.4600 0.9 0.8 0.4 -0.406
C -0.1521 -1.1784 0.7651 -0.4 -0.2 -0.5 -0.635
N -0.6022 0.2146 0.7049 0.1 -0.2 0.7 -0.395
C -0.5232 0.8782 2.0103 -0.4 -0.2 -0.5 -0.391
O 0.7732 0.8478 2.5132 0.3 0.0 0.2 -0.516
H 2.5067 -1.0711 -0.9244 -0.1 0.0 0.0 0.300
H 1.0688 -2.5444 -0.3027 -0.3 -0.3 -0.4 0.365
H 0.0440 -1.4402 -1.3514 -0.2 -0.4 -0.3 0.237
H 0.4488 -1.3920 1.6315 0.3 0.3 0.5 0.396
H -1.0100 -1.8448 0.8164 -0.2 -0.3 0.0 0.368
H -1.5868 0.1822 0.4754 0.0 0.3 -0.3 0.238
H -1.1820 0.3900 2.7431 0.3 0.1 0.2 0.342
H -0.8773 1.8992 1.8583 -0.1 0.1 0.0 0.273
H 1.3917 0.9676 1.7804 -0.1 0.1 -0.1 0.337
O -1.6119 1.1455 -4.0629 -0.1 -0.2 -0.1 -0.633
H -1.1682 1.9969 -4.0332 0.0 0.0 -0.1 0.319
H -2.1609 1.1550 -4.8564 0.2 0.1 0.1 0.316
```
Positions in Å, forces in eV/Å.

Output
LUMO, hartree: 0.032
F_max, eV Å⁻¹: 1.28
E_HOMO, Ha: -0.33083

***

# 2
ORCA calculation (ωB97M-V/def2-TZVPD) on 10 unconnected molecules or ions with the total composition C8H36O14 at a distorted geometry.

```
58
Properties=species:S:1:pos:R:3:forces:R:3:mulliken_charge:R:1
O -2.2619 -0.4450 -6.3429 -0.8 0.1 1.0 -0.526
C -2.8931 -0.6243 -5.0457 -0.2 0.5 0.0 -0.670
C -1.8836 -0.4528 -3.9212 0.3 0.1 0.2 0.144
O -1.4467 0.9306 -3.8721 0.0 -0.6 -0.7 -0.506
H -1.7488 -1.2118 -6.5420 0.6 -0.9 -0.2 0.328
H -3.6018 0.2055 -5.0740 0.0 0.0 0.6 0.295
H -3.5101 -1.5288 -4.8469 0.7 0.1 -0.8 0.337
H -0.9670 -1.0799 -4.1416 -1.0 0.3 0.4 0.196
H -2.3266 -0.6662 -2.9369 0.2 -0.3 -0.3 0.155
H -1.3140 1.0691 -4.8230 0.3 0.7 0.2 0.289
O -1.7367 3.5133 -2.1435 0.8 0.4 0.3 -0.495
C -3.0454 3.8521 -1.8010 -1.3 -1.1 1.0 -0.466
C -3.5590 3.0403 -0.5561 -0.3 0.0 -1.2 -0.431
O -3.2344 1.6435 -0.6569 0.0 0.8 0.4 -0.413
H -1.7255 2.7303 -2.6982 -0.3 -0.3 -0.1 0.251
H -3.1118 4.8889 -1.4887 0.3 0.3 -0.2 0.329
H -3.7086 3.7230 -2.6626 -0.1 -0.1 0.1 0.294
H -4.6368 3.1664 -0.3578 0.1 0.0 -0.6 0.338
H -3.1108 3.4179 0.3362 0.7 0.4 0.5 0.330
H -2.9312 1.5060 0.2539 0.1 -0.8 0.1 0.249
O 1.5646 -1.6509 1.7566 -0.2 0.4 -1.0 -0.344
C 0.6838 -2.7072 1.3708 -0.1 -0.5 -0.8 -0.551
C -0.2700 -2.4147 0.2071 0.3 1.1 -0.4 -0.521
O -1.0854 -1.2412 0.4104 0.7 -0.7 0.1 -0.337
H 2.0286 -1.3451 0.9218 -0.4 -0.3 1.1 0.226
H 1.3136 -3.5418 1.0288 -0.2 -0.2 0.2 0.344
H 0.0503 -3.0757 2.1842 0.5 0.5 0.4 0.373
H -0.8945 -3.3076 0.0222 0.1 0.4 0.2 0.333
H 0.3080 -2.2309 -0.7173 0.0 -0.3 0.2 0.318
H -0.6514 -0.5156 -0.0934 -0.5 -0.2 0.2 0.323
O 3.8353 -2.5087 4.9883 0.0 0.2 -0.4 -0.524
C 3.5345 -1.1594 5.2366 -3.1 0.2 -0.6 -0.360
C 4.4707 -0.2107 4.6273 2.0 0.5 -1.1 -0.281
O 4.5276 -0.2689 3.1669 -0.2 -0.2 0.0 -0.480
H 3.6292 -2.6022 4.0501 0.1 -0.4 0.0 0.318
H 2.4727 -0.8951 4.8918 1.1 -0.5 0.2 0.163
H 3.4731 -1.0036 6.2895 0.4 0.1 1.0 0.384
H 5.4820 -0.5553 5.0161 -0.8 0.9 -0.8 0.192
H 4.2557 0.8413 4.8370 0.1 -0.3 0.7 0.325
H 3.8122 0.2367 2.7194 0.5 -0.5 1.0 0.222
O -3.5005 -1.2858 -0.9890 -0.6 0.2 -0.4 -0.735
H -3.7236 -0.3408 -0.9551 0.1 -0.2 0.0 0.348
H -2.9008 -1.4221 -0.2489 0.4 0.1 0.1 0.353
O -2.3905 1.7782 2.1105 -0.2 0.3 -0.2 -0.645
H -2.5812 1.2912 2.9167 0.2 -0.1 -0.1 0.264
H -1.4291 1.8412 2.0260 0.2 -0.3 0.2 0.344
O 5.1464 -1.7211 0.7646 0.4 -0.8 -0.4 -0.633
H 5.6409 -2.5108 1.0324 -0.2 0.1 -0.5 0.287
H 5.2501 -1.1938 1.5488 -0.2 0.8 0.9 0.359
O 2.9155 -0.1895 -0.3787 -0.9 0.1 -0.3 -0.561
H 2.5236 -0.2632 -1.2760 0.7 0.1 0.9 0.263
H 3.8439 -0.4420 -0.3721 0.1 -0.4 -0.4 0.262
O 0.4645 1.3442 1.6238 0.6 0.6 -0.3 -0.639
H 0.8461 0.4676 1.7584 -0.2 -0.5 0.1 0.297
H 1.0845 1.7544 0.9924 -0.4 -0.2 0.3 0.281
O -0.0896 0.8301 -1.2064 -0.3 0.7 -0.8 -0.503
H -0.5273 1.5991 -0.7908 0.2 -0.4 -0.1 0.275
H -0.3596 0.9419 -2.1502 0.2 -0.3 0.7 0.232
```
Positions in Å, forces in eV/Å.

Output
LUMO, hartree: 0.010
F_max, eV Å⁻¹: 3.19
E_HOMO, Ha: -0.36198

***

# 3
ORCA calculation (ωB97M-V/def2-TZVPD) on 2 unconnected molecules or ions with the total composition C9H14 at a distorted geometry.

```
23
Properties=species:S:1:pos:R:3:forces:R:3:mulliken_charge:R:1
C 0.7352 -0.9047 -2.0765 2.7 -1.3 -5.2 -1.335
C 0.8818 -0.0266 -0.8995 -1.2 0.6 -0.8 0.632
C 1.4444 -0.5321 0.2125 0.3 -0.8 3.2 0.072
C 1.5189 0.1623 1.5220 -1.2 0.4 -5.0 -0.865
C 1.0397 1.4640 1.4585 -1.1 -0.1 -2.1 -0.411
C 0.3507 2.0067 0.2375 1.2 -1.9 1.0 -0.589
C 0.2213 1.2233 -0.9283 3.0 -0.4 4.9 -0.648
H 0.0345 -1.7406 -2.0004 -0.1 0.4 0.2 0.260
H 1.7321 -1.4282 -2.5479 -1.7 0.9 2.2 0.340
H 0.6095 -0.4021 -3.1344 -0.8 -0.2 2.3 0.312
H 1.6783 -1.5982 0.0853 0.5 0.4 0.6 0.364
H 1.9370 -0.3366 2.3430 0.5 -0.3 1.1 0.495
H 1.1674 2.0953 2.3066 -0.2 0.5 0.5 0.396
H -0.0029 3.0215 0.2792 -0.1 0.2 0.0 0.419
H -0.0025 1.5391 -1.8535 -1.6 1.6 -2.9 0.545
C -2.1011 -1.4825 -0.1836 2.2 0.3 -1.3 -0.194
C -2.7932 -0.9675 0.9965 -3.2 1.2 2.6 -1.079
H -1.2729 -2.2179 0.0444 -1.2 0.4 -0.3 0.218
H -2.8227 -1.8335 -0.9494 0.6 -0.1 0.5 0.291
H -1.5593 -0.5996 -0.6203 -0.5 -1.0 0.1 -0.112
H -3.6094 -1.6428 1.4388 1.5 0.6 -0.4 0.286
H -3.3927 -0.0767 0.7442 -0.2 -0.3 -0.7 0.293
H -2.2826 -0.4366 1.8287 0.7 -1.2 -0.4 0.309
```
Positions in Å, forces in eV/Å.

Output
LUMO, hartree: 0.038
F_max, eV Å⁻¹: 5.98
E_HOMO, Ha: -0.33138

***

# 4
ORCA calculation (ωB97M-V/def2-TZVPD) on a single CH3ClO2S2 molecule at a distorted geometry.

```
9
Properties=species:S:1:pos:R:3:forces:R:3:mulliken_charge:R:1
C -1.2002 0.2098 0.5368 -2.9 -0.3 -2.1 -0.737
S 0.2675 0.3893 -0.4440 2.0 -1.3 2.5 0.995
O 0.7314 1.6442 0.0338 0.9 0.9 -0.2 -0.500
O 0.3565 0.0478 -1.8176 -0.9 -0.2 -0.5 -0.500
S 1.5954 -1.4482 0.5862 -1.4 1.7 -0.7 -0.043
Cl 2.9598 -1.4214 -0.8668 0.3 -0.1 -0.2 -0.115
H -1.1200 -0.5820 1.2733 0.1 0.0 0.0 0.309
H -1.5682 1.1738 0.9147 1.0 -0.2 0.2 0.306
H -2.0221 -0.0133 -0.2164 0.9 -0.4 0.9 0.285
```
Positions in Å, forces in eV/Å.

Output
LUMO, hartree: -0.034
F_max, eV Å⁻¹: 3.57
E_HOMO, Ha: -0.34196

***

# 5
ORCA calculation (ωB97M-V/def2-TZVPD) on a single C5H8N2O molecule at a distorted geometry.

```
16
Properties=species:S:1:pos:R:3:forces:R:3:mulliken_charge:R:1
C 1.2272 -1.3321 0.0733 4.6 4.1 0.2 -0.527
N 1.2379 -0.3750 1.3964 0.8 -3.4 0.5 -0.319
C 0.2654 0.5882 1.4812 -0.7 1.5 -1.1 -0.393
C -0.6593 0.8570 0.3773 3.9 -1.1 6.1 0.489
C -1.7418 1.7049 0.3501 -6.7 4.6 0.8 0.130
N -2.7939 2.3163 0.3081 5.5 -2.9 0.0 -0.570
O -0.8383 -0.2133 -0.3866 -1.5 -2.5 2.7 -0.245
C -0.7617 0.1180 -1.6264 0.1 -2.5 -7.0 -0.570
H 1.2180 -0.4261 -0.8627 0.4 -3.3 2.8 0.033
H 2.3763 -1.7425 0.0346 -3.1 0.6 0.2 0.315
H 0.4320 -2.0634 0.0586 0.2 0.0 0.0 0.269
H 1.8278 -0.8550 2.3148 -2.8 2.4 -3.5 0.302
H 0.3310 1.2617 2.3943 -0.3 -0.9 -1.4 0.343
H 0.4341 -0.2623 -1.9821 -3.0 2.1 -0.1 0.231
H -1.1326 1.2160 -1.6742 1.0 -1.8 -1.6 0.325
H -1.4221 -0.7925 -2.2567 1.5 3.2 1.3 0.187
```
Positions in Å, forces in eV/Å.

Output
LUMO, hartree: 0.017
F_max, eV Å⁻¹: 8.11
E_HOMO, Ha: -0.29676

***

# 6
ORCA calculation (ωB97M-V/def2-TZVPD) on 2 unconnected molecules or ions with the total composition C5H11NO.

```
18
Properties=species:S:1:pos:R:3:forces:R:3:mulliken_charge:R:1
C 2.0932 0.4769 0.7743 0.0 0.0 0.0 -1.314
C 1.3006 -0.1507 -0.3702 0.2 0.0 0.0 0.365
C 1.7145 -1.5946 -0.6433 0.0 0.0 0.0 -1.274
N -0.1247 -0.0865 -0.0904 -0.5 -0.2 0.6 -0.411
C -0.8242 -0.4903 0.8074 0.1 0.0 -0.1 0.792
O -1.5985 -0.8332 1.6221 0.4 0.1 -0.4 -0.495
H 1.9600 -0.1082 1.6931 0.0 0.1 -0.1 0.317
H 1.7581 1.5019 0.9635 0.1 -0.2 0.0 0.349
H 3.1606 0.4965 0.5316 -0.1 0.0 0.0 0.399
H 1.4525 0.4426 -1.2784 0.0 -0.1 0.1 0.238
H 2.7726 -1.6403 -0.9192 -0.1 0.0 0.0 0.391
H 1.5640 -2.2086 0.2532 0.0 0.1 -0.1 0.309
H 1.1212 -2.0205 -1.4582 0.1 0.1 0.1 0.353
C -3.2937 1.2156 -0.3730 0.0 0.0 0.0 -0.849
H -3.8184 1.0064 -1.3104 0.1 0.1 0.2 0.243
H -3.7918 2.0320 0.1601 0.1 -0.2 -0.1 0.255
H -3.3016 0.3211 0.2567 -0.1 0.2 -0.2 0.163
H -2.2582 1.4975 -0.5911 -0.3 -0.1 0.0 0.168
```
Positions in Å, forces in eV/Å.

Output
LUMO, hartree: 0.031
F_max, eV Å⁻¹: 0.81
E_HOMO, Ha: -0.37778

***

- LUMO of number 1 (C3H11NO3)?
  0.032 hartree